Entry from the Open Molecules 2025 dataset: a 2-piece molecular cluster, C6H11NO3 overall (ωB97M-V/def2-TZVPD).

Geometry as XYZ:
```
21
Properties=species:S:1:pos:R:3:forces:R:3
C 1.1264 -1.8843 0.3498 -0.06 0.59 -0.89
C -0.3045 -1.4990 0.6163 -0.76 -1.73 3.63
N -0.4151 -0.5099 1.7405 -0.46 -0.55 -1.46
O -1.2745 -2.1879 0.3675 1.13 1.42 -0.44
H -1.3676 -0.4573 2.0892 0.26 -0.15 0.14
H 0.3221 -0.4336 2.4358 -0.13 -0.32 -0.26
H 1.2151 -2.1902 -0.6927 0.09 -0.14 0.11
H 1.8103 -1.0565 0.5371 -0.03 0.00 0.00
H 1.3796 -2.7267 0.9998 -0.19 0.10 -0.05
C 0.8676 0.7545 -1.7547 0.41 -0.12 0.03
C -0.0355 1.2036 0.8015 0.71 0.51 -4.53
C -0.3029 0.6133 -0.8259 -0.75 2.18 1.60
C -1.5580 0.5841 -1.2908 0.47 -0.48 0.50
O -1.1240 1.9419 1.1801 -0.23 -0.18 0.48
O 1.1008 1.5990 1.0160 -0.50 -0.64 0.73
H -0.7713 2.8103 1.4369 0.00 -0.35 0.15
H 1.1826 -0.2220 -2.1338 0.07 0.07 0.01
H 1.7237 1.2268 -1.2672 -0.12 -0.15 0.08
H 0.6153 1.3736 -2.6215 -0.11 -0.13 0.11
H -1.7772 0.5697 -2.3555 0.13 -0.18 0.06
H -2.4129 0.4907 -0.6284 0.08 0.27 -0.01
```
Forces are in eV/Å.

Calculated values
Structure (SMILES)   C=C(C)C(=O)O.CC(N)=O
Multiplicity   1
HOMO   -9.31 eV
Energy above the lowest of the compared OMol25 structures with the same formula, charge and spin   319.07 kJ/mol
Total charge   0

Entry from the Open Molecules 2025 dataset: a 2-piece molecular cluster, C6H11NO3 overall (ωB97M-V/def2-TZVPD).

Geometry as XYZ:
```
21
Properties=species:S:1:pos:R:3:forces:R:3
C -1.2378 -0.4487 2.5767 0.03 -0.05 -0.12
C -0.8899 -0.1484 0.2324 0.84 0.48 0.35
O -0.4143 0.1108 1.5707 -0.29 -0.03 -0.27
O -0.8978 -1.4673 -0.0710 1.89 -1.12 -0.43
H -1.9101 0.2759 0.1406 0.16 -0.18 0.00
H -2.2351 0.0124 2.5685 0.07 -0.04 0.03
H -0.7482 -0.2460 3.5296 -0.09 0.01 -0.04
H -1.3450 -1.5302 2.4485 -0.01 0.09 -0.01
C -0.2684 0.5163 -2.1600 1.04 -0.69 0.20
C 1.9491 -0.3841 -0.7727 2.63 -1.42 -0.80
C 0.0833 0.6527 -0.6776 -2.25 1.34 0.44
N 1.6244 -1.5477 -0.4151 -1.18 0.55 0.22
C 0.5714 1.8183 -0.1748 0.48 -0.72 -0.26
O 2.7476 0.2850 -1.3240 -1.03 0.49 0.57
H 0.2470 -1.7431 -0.2238 -2.70 0.94 0.39
H 2.1994 -2.1166 0.1809 0.50 0.17 0.01
H -0.2785 -0.5397 -2.4226 -0.08 0.01 -0.22
H 0.4539 1.0417 -2.7801 -0.07 0.08 -0.11
H -1.2701 0.9107 -2.3280 0.05 0.09 0.13
H 0.2471 2.2038 0.7799 0.34 -0.33 0.32
H 1.3719 2.3442 -0.6782 -0.33 0.34 -0.38
```
Forces are in eV/Å.

Calculated values
Structure (SMILES)   C=C(C)[C@@H](O)OC.N=C=O
Multiplicity   1
HOMO   -9.31 eV
Energy above the lowest of the compared OMol25 structures with the same formula, charge and spin   437.36 kJ/mol
Total charge   0

Entry from the Open Molecules 2025 dataset: C6H11NO3 as an isolated structure (ωB97M-V/def2-TZVPD).

Geometry as XYZ:
```
21
Properties=species:S:1:pos:R:3:forces:R:3
C -0.1094 0.5091 1.9368 -2.54 0.68 -1.14
C 0.9405 -0.8944 -0.2325 -1.21 1.42 -1.69
C 2.3203 -0.3361 0.0506 0.07 0.17 -0.05
C -1.3751 -0.4876 -1.3044 -2.03 0.93 0.66
C -0.2865 0.2695 -0.5765 3.81 -2.66 -2.06
N -2.6333 -0.2424 -0.8545 -0.25 -0.42 -0.03
C 0.0458 1.4775 -1.1154 0.59 0.72 0.00
O -0.9941 0.7405 1.0752 1.01 -0.53 3.28
O -0.3317 -0.2891 2.9660 0.57 -0.22 0.05
O -1.1651 -1.1372 -2.3114 0.60 -0.17 0.80
H -1.1682 -0.7655 2.8475 -0.11 0.24 -0.09
H 0.8648 0.9977 1.9542 -0.06 -0.11 -0.06
H -3.4016 -0.6961 -1.3219 0.02 0.28 -0.10
H -2.8009 0.4651 -0.1639 -0.03 -0.15 0.12
H 0.6219 -1.6378 0.5018 -0.32 0.32 0.15
H 0.9529 -1.4257 -1.1838 0.11 -0.12 0.02
H 0.8736 1.6456 -1.7820 0.95 -0.22 0.65
H -0.4367 2.3981 -0.8308 -1.10 -0.11 -0.63
H 3.0901 -1.0805 -0.1555 -0.05 -0.07 -0.02
H 2.4594 -0.0362 1.0901 0.02 0.08 0.00
H 2.5331 0.5256 -0.5896 -0.07 -0.06 0.14
```
Forces are in eV/Å.

Calculated values
Multiplicity   1
HOMO (alpha / beta)   -6.87 / -6.87 eV
Energy above the lowest of the compared OMol25 structures with the same formula, charge and spin   502.60 kJ/mol
Total charge   0

Entry from the Open Molecules 2025 dataset: one molecule with the formula C6H11NO3P2 (ωB97M-V/def2-TZVPD).

Geometry as XYZ:
```
23
Properties=species:S:1:pos:R:3:forces:R:3
C 0.4447 0.1328 0.2228 -3.85 2.43 1.12
C 1.2361 1.1467 -0.1312 -0.13 -0.05 0.13
C 0.4718 -1.3077 0.2236 0.16 -0.46 -0.10
C 0.5752 2.4962 -0.0427 -0.19 0.00 -0.02
C -0.6303 2.2616 0.8712 0.20 0.20 0.13
C 1.8754 -3.1808 -0.0592 -0.14 -0.46 0.02
N -1.1092 0.9058 0.6920 4.03 -2.38 -0.57
O -0.4954 -2.0191 0.3708 0.44 0.12 0.11
O 2.4980 1.0246 -0.5606 0.21 -0.01 -0.14
O 1.7100 -1.7707 0.0115 0.24 0.34 0.02
P -2.9377 -1.3080 -0.0355 -0.75 -0.48 0.53
P -2.1989 0.6312 -0.6215 0.13 0.61 -0.63
H 1.2467 3.2648 0.3432 0.07 0.01 -0.03
H 0.2438 2.7873 -1.0457 0.12 0.02 -0.02
H -0.3228 2.3539 1.9197 0.00 0.15 -0.12
H -1.4333 2.9770 0.6770 0.03 0.02 0.04
H 0.9701 -3.6840 0.2861 0.20 0.02 -0.05
H 2.7235 -3.4442 0.5711 -0.04 0.03 -0.05
H 2.0809 -3.4606 -1.0939 -0.01 0.03 0.08
H 2.8662 1.8906 -0.7777 -0.12 -0.10 0.06
H -4.1390 -1.0266 -0.7174 -0.39 0.15 -0.19
H -2.4358 -1.9732 -1.1488 0.14 -0.31 -0.31
H -3.2401 1.3023 0.0452 -0.37 0.11 -0.01
```
Forces are in eV/Å.

Calculated values
Structure (SMILES)   COC(=O)C1=C(O)CCN1[PH]#[PH2]
Multiplicity   1
HOMO   -7.66 eV
Energy above the lowest of the compared OMol25 structures with the same formula, charge and spin   103.88 kJ/mol
Total charge   0

Entry from the Open Molecules 2025 dataset: one molecule with the formula C6H11NOS2 (ωB97M-V/def2-TZVPD).

Geometry as XYZ:
```
21
Properties=species:S:1:pos:R:3:forces:R:3
C -1.3666 2.5689 -1.0462 0.71 -3.00 -2.20
C 0.5775 0.7576 0.0015 -1.24 3.81 0.44
C 0.7945 -0.0518 1.2568 1.04 -2.19 1.96
C -0.1288 -1.3555 1.1744 1.26 -1.17 0.13
C -0.5586 -1.7613 -0.3053 0.80 -2.21 1.77
C 1.8385 -2.3468 -1.3261 -2.05 1.31 -0.44
H -0.6608 2.0564 -1.8415 -1.96 1.55 0.77
H -2.3682 2.9861 -1.2728 0.78 -0.77 0.02
H -0.7853 3.1554 -0.4699 1.99 3.69 0.84
H 1.2669 1.7112 -0.0723 -1.33 -2.00 -0.14
H 0.2800 0.2963 -0.9547 1.68 -0.35 0.38
H 1.9180 -0.4046 1.2668 -2.13 0.72 0.06
H 0.5564 0.4226 2.3823 0.70 -0.52 -3.57
H 0.4559 -2.2558 1.6204 -0.74 1.43 -1.09
H -0.9581 -1.3427 1.8836 -0.39 0.61 -0.53
H -1.1140 -1.0050 -0.9037 1.29 -0.38 0.03
H -1.3384 -2.5705 -0.2224 1.12 0.46 -0.06
N 0.7278 -2.4052 -0.8722 -0.27 0.77 -0.38
O -1.1065 2.2253 1.6229 -0.46 -1.72 -3.33
S -1.1969 1.3801 0.2679 -0.39 0.57 4.49
S 3.1668 -2.0607 -2.1895 -0.42 -0.61 0.85
```
Forces are in eV/Å.

Calculated values
Multiplicity   1
HOMO   -8.91 eV
Energy above the lowest of the compared OMol25 structures with the same formula, charge and spin   288.99 kJ/mol
Total charge   0

Entry from the Open Molecules 2025 dataset: C6H11NS as an isolated structure (ωB97M-V/def2-TZVPD).

Geometry as XYZ:
```
19
Properties=species:S:1:pos:R:3:forces:R:3
C -1.6173 1.2973 -0.1814 0.83 -0.52 0.21
C -0.7299 0.0406 0.0472 0.05 1.49 -0.60
C -1.4369 -1.2005 -0.1251 0.06 -2.14 -1.64
C 0.7335 0.1223 -0.3672 -0.88 0.96 0.51
C 1.6459 1.0536 0.5029 -1.32 0.14 0.11
C 1.6382 -1.0943 -0.3774 0.16 -0.78 0.81
H -1.2849 2.1164 0.4195 0.24 0.62 0.58
H -1.5316 1.6323 -1.2035 0.18 -0.04 -0.54
H -2.6877 1.1732 -0.0030 0.26 -0.49 0.26
H -2.4848 -1.1817 -0.3885 -0.12 -0.10 0.14
H -0.8626 -2.0227 -0.5823 -0.42 0.21 0.24
H -0.2841 -1.3298 1.5244 0.33 0.08 0.07
H 0.7183 0.4698 -1.3716 0.17 0.71 -0.94
H 1.3136 1.0986 1.5728 0.42 -0.16 -0.85
H 1.7055 2.0795 0.1088 0.27 -0.40 0.20
H 1.3832 -1.8415 0.4045 0.20 0.26 -0.53
H 1.7986 -1.5836 -1.3443 -0.14 0.10 0.29
N -1.0519 -0.7754 1.1812 -0.86 0.22 1.63
S 3.0349 -0.0539 0.1832 0.58 -0.15 0.04
```
Forces are in eV/Å.

Calculated values
Multiplicity   1
HOMO   -8.73 eV
Energy above the lowest of the compared OMol25 structures with the same formula, charge and spin   145.28 kJ/mol
Total charge   0

Entry from the Open Molecules 2025 dataset: one molecule with the formula C6H11NS (ωB97M-V/def2-TZVPD).

Geometry as XYZ:
```
19
Properties=species:S:1:pos:R:3:forces:R:3
C 2.1165 -0.5243 0.6128 -1.08 -0.53 -0.92
C 0.9043 -0.5071 -0.3480 0.41 -1.31 0.27
C -0.5280 -0.8366 0.1901 2.10 0.11 1.06
C -1.8809 -0.7776 -0.4289 -0.06 -0.37 2.33
C -1.0257 1.3986 0.2203 -0.87 1.84 -0.02
C -0.1297 0.4945 -0.4505 0.71 0.43 -2.89
H 4.3701 -0.0493 0.4006 1.74 -0.67 0.97
H 2.3095 -1.5896 0.7762 0.83 0.13 -0.52
H 1.9100 -0.1994 1.6357 -0.19 0.72 -0.39
H 1.0900 -0.9059 -1.3791 0.43 0.24 1.26
H -0.6014 -0.6682 1.3364 0.28 -0.46 -1.99
H -1.7809 -0.8260 -1.5094 -0.77 -0.09 0.00
H -2.5216 -1.4913 0.0578 -0.71 -0.57 -0.54
H -2.9304 1.0378 -0.4008 0.83 -1.07 1.72
H -1.2246 2.3230 -0.3708 0.17 -0.46 0.48
H -0.7917 1.6717 1.2227 0.52 0.31 0.79
H -0.4639 0.4402 -1.5630 0.60 0.53 1.89
N -2.2434 0.5391 0.2705 -2.94 1.27 -3.40
S 3.4217 0.4704 -0.2725 -2.01 -0.07 -0.10
```
Forces are in eV/Å.

Calculated values
Structure (SMILES)   SCC1[C@@H]2CNC[C@@H]12
Multiplicity   1
HOMO   -8.62 eV
Energy above the lowest of the compared OMol25 structures with the same formula, charge and spin   412.35 kJ/mol
Total charge   0

Entry from the Open Molecules 2025 dataset: one molecule with the formula C6H11NS2 (ωB97M-V/def2-TZVPD).

Geometry as XYZ:
```
20
Properties=species:S:1:pos:R:3:forces:R:3
C 1.1011 -2.2686 0.4929 0.89 0.94 1.42
C 1.4948 1.3303 -0.3838 -0.99 2.13 0.62
C 0.3969 -0.7273 -2.0121 -1.93 -0.09 0.62
C -0.9900 0.1191 0.3343 1.09 3.02 0.34
C -0.6176 0.9196 1.5801 -2.52 0.50 0.67
C -2.4101 -0.1354 -0.0773 3.35 -2.30 -0.05
N 2.5204 0.6317 -0.5442 -1.28 0.16 -0.02
S -0.1106 0.7731 -1.1108 1.70 -2.54 -0.17
S 0.8108 -2.2752 -1.1684 2.54 3.16 0.28
H 1.7037 -1.3073 0.8325 -1.13 -1.90 -1.09
H 1.3332 2.4109 0.0837 0.84 -2.18 -0.67
H 1.2859 -0.3889 -2.4529 1.09 0.37 -1.07
H 0.3078 1.3897 1.7052 1.63 0.54 -0.82
H -0.6077 0.3317 2.4425 -0.07 -1.94 1.30
H -1.3296 1.7058 2.0318 0.25 -0.79 -1.60
H -2.3284 -0.0297 -1.1358 -1.25 -0.36 -0.81
H -2.9639 0.5489 0.4172 -2.35 2.20 1.21
H -2.6169 -1.1383 0.2790 -0.61 -0.30 -0.35
H 3.2869 1.0367 -0.0562 1.13 0.50 0.27
H -0.2665 -2.9268 -1.2578 -2.38 -1.12 -0.06
```
Forces are in eV/Å.

Calculated values
Multiplicity   3
HOMO (alpha / beta)   -6.17 / -6.68 eV
Energy above the lowest of the compared OMol25 structures with the same formula, charge and spin   638.36 kJ/mol
Total charge   0

Please write out number 1 again, unchanged.
Entry from the Open Molecules 2025 dataset: a 2-piece molecular cluster, C6H11NO3 overall (ωB97M-V/def2-TZVPD).

Geometry as XYZ:
```
21
Properties=species:S:1:pos:R:3:forces:R:3
C 1.1264 -1.8843 0.3498 -0.06 0.59 -0.89
C -0.3045 -1.4990 0.6163 -0.76 -1.73 3.63
N -0.4151 -0.5099 1.7405 -0.46 -0.55 -1.46
O -1.2745 -2.1879 0.3675 1.13 1.42 -0.44
H -1.3676 -0.4573 2.0892 0.26 -0.15 0.14
H 0.3221 -0.4336 2.4358 -0.13 -0.32 -0.26
H 1.2151 -2.1902 -0.6927 0.09 -0.14 0.11
H 1.8103 -1.0565 0.5371 -0.03 0.00 0.00
H 1.3796 -2.7267 0.9998 -0.19 0.10 -0.05
C 0.8676 0.7545 -1.7547 0.41 -0.12 0.03
C -0.0355 1.2036 0.8015 0.71 0.51 -4.53
C -0.3029 0.6133 -0.8259 -0.75 2.18 1.60
C -1.5580 0.5841 -1.2908 0.47 -0.48 0.50
O -1.1240 1.9419 1.1801 -0.23 -0.18 0.48
O 1.1008 1.5990 1.0160 -0.50 -0.64 0.73
H -0.7713 2.8103 1.4369 0.00 -0.35 0.15
H 1.1826 -0.2220 -2.1338 0.07 0.07 0.01
H 1.7237 1.2268 -1.2672 -0.12 -0.15 0.08
H 0.6153 1.3736 -2.6215 -0.11 -0.13 0.11
H -1.7772 0.5697 -2.3555 0.13 -0.18 0.06
H -2.4129 0.4907 -0.6284 0.08 0.27 -0.01
```
Forces are in eV/Å.

Calculated values
Structure (SMILES)   C=C(C)C(=O)O.CC(N)=O
Multiplicity   1
HOMO   -9.31 eV
Energy above the lowest of the compared OMol25 structures with the same formula, charge and spin   319.07 kJ/mol
Total charge   0